Record 1
Molecular formula: C18H48O18S6
Method: DFT, ωB97M-V with the def2-TZVPD basis set

Last column: Löwdin charge in e.
Geometry (Å):
O -6.23477 0.56537 1.67519  -0.2993
S -4.82277 0.29537 1.21719  0.7139
O -4.54477 -1.01363 0.72619  -0.2908
O -4.61577 1.28737 -0.18281  -0.2644
C -5.53177 2.20137 -0.45781  -0.3818
C -5.12177 2.96437 -1.79281  -0.0502
C -3.61577 0.95137 2.28019  -0.1126
H -5.63977 2.93737 0.20719  0.0626
H -6.54377 1.68937 -0.56681  0.1451
H -6.11377 3.69637 -1.74581  0.1364
H -4.88077 2.31237 -2.59781  0.0035
H -4.09977 3.60837 -1.97781  0.1202
H -3.81577 0.51337 3.29619  0.1129
H -3.74077 2.09337 2.22219  0.1258
H -2.67377 0.78237 2.07919  -0.0209
O 3.47723 -2.95163 -0.21381  -0.3344
S 4.09423 -1.67963 -0.70981  0.6764
O 3.20023 -0.49563 -0.90481  -0.3225
O 5.11723 -1.18163 0.42219  -0.2712
C 4.63223 -0.78363 1.64319  -0.3405
C 5.80323 -0.44363 2.58319  -0.0555
C 5.13523 -2.14263 -2.08181  -0.1231
H 3.98423 -1.52863 1.97619  0.0858
H 3.86323 0.03637 1.59419  0.1150
H 6.52223 0.37337 2.32419  0.0842
H 6.34623 -1.44663 3.03819  0.1303
H 5.24223 -0.24463 3.51119  0.0596
H 4.50023 -2.82863 -2.78481  0.1252
H 5.95423 -2.67863 -1.62981  0.0542
H 5.65923 -1.19763 -2.43981  0.0973
O -0.61977 0.36837 -4.82481  -0.2458
S -1.40477 0.08437 -3.70481  0.6016
O -0.97177 -1.05363 -3.03281  -0.2534
O -0.93077 1.39537 -2.65581  -0.2326
C -1.08977 1.17537 -1.25781  -0.3813
C -0.80477 2.41437 -0.63281  -0.0939
C -3.21877 0.17737 -3.85081  -0.1047
H -0.61577 0.35237 -0.82181  0.0875
H -2.15477 0.72037 -0.93481  0.1460
H -1.52677 3.13237 -0.99481  0.0694
H 0.34923 2.78037 -0.85181  0.1348
H -0.89177 2.20637 0.46819  0.0776
H -3.41377 -0.55363 -4.58481  0.0412
H -3.60077 1.21837 -4.15781  0.0955
H -3.70577 -0.09063 -2.84681  0.0912
O -6.00977 -5.06363 0.23819  -0.2753
S -4.75177 -5.26863 0.89919  0.6189
O -4.42977 -6.53363 1.45919  -0.2748
O -3.53477 -4.81263 -0.13881  -0.2404
C -4.00177 -3.89063 -1.09281  -0.3304
C -2.84377 -3.46263 -1.90081  -0.0843
C -4.53377 -4.22963 2.32019  -0.1179
H -4.49977 -2.98863 -0.47781  0.1304
H -4.76777 -4.32163 -1.95281  0.1724
H -2.18177 -3.14163 -1.22481  0.0296
H -2.79677 -2.71763 -2.55381  -0.0033
H -2.48777 -4.23963 -2.69081  0.1427
H -5.33677 -4.25263 2.94619  0.0324
H -4.35477 -3.11363 2.00719  0.0778
H -3.59277 -4.42263 2.82419  0.0644
O 1.98323 -0.13263 3.64519  -0.3044
S 0.88623 0.65437 3.04819  0.6255
O 1.16823 1.24837 1.75019  -0.2993
O -0.25477 -0.44363 2.73719  -0.2878
C 0.02823 -1.72963 2.10119  -0.2346
C -1.20177 -2.56563 1.88619  -0.0573
C 0.16123 1.81537 4.13819  -0.0849
H 0.78523 -2.25763 2.76419  0.1420
H 0.63823 -1.54863 1.27419  0.0912
H -2.19077 -2.22463 1.43419  0.0860
H -1.25577 -3.02163 2.86519  0.0711
H -0.94977 -3.44163 1.26919  0.0951
H -0.71877 1.96437 3.71219  0.0001
H 0.97623 2.54937 4.15619  0.0997
H 0.06523 1.17837 5.07419  0.1153
O 7.17523 2.06937 -1.24081  -0.3085
S 6.74723 3.19937 -1.99481  0.6256
O 6.40723 3.17737 -3.42181  -0.2978
O 5.41723 3.64437 -1.13681  -0.2935
C 4.38023 2.65337 -1.15681  -0.2532
C 3.20223 3.10637 -0.25981  -0.0798
C 7.97723 4.44337 -1.67881  -0.1172
H 4.90123 1.66237 -0.40781  0.1866
H 4.23123 2.45337 -2.15181  0.0769
H 2.60623 3.78737 -0.94081  0.0744
H 3.40923 3.68537 0.62419  0.0681
H 2.30823 2.35437 -0.16781  0.0746
H 8.97923 4.21137 -1.90481  0.0582
H 7.79523 4.62137 -0.55681  0.1018
H 7.53023 5.32737 -2.14781  0.0693

Calculated values
charge	0
largest force on an atom	7.581	eV/Å
DFT total energy	-121297.4138	eV
LUMO level	-0.235	eV



Record 2
Molecular formula: C3H5N3
Method: DFT, ωB97M-V with the def2-TZVPD basis set

Last column: natural (NBO) charge in e.
Geometry (Å):
C -0.81167 0.66328 0.46186  -0.0755
N -0.00912 1.72213 0.69239  -0.8039
N 1.03177 -0.50789 -0.77091  -0.8058
C -0.23621 -0.47034 -0.14628  -0.0914
C -1.12307 -1.52496 -0.57003  0.2569
N -1.75993 -2.42707 -0.89748  -0.2920
H -0.39221 2.50445 1.19513  0.3954
H 0.83288 1.91470 0.16149  0.3645
H 1.75497 -0.01215 -0.26785  0.3766
H 1.34076 -1.43109 -1.04192  0.3925
H -0.62818 -0.43106 1.18360  0.2827

Calculated values
charge	0
largest force on an atom	1.099	eV/Å
DFT total energy	-7658.9557	eV
LUMO level	0.608	eV



Record 3
Molecular formula: C4H6N2
Method: DFT, ωB97M-V with the def2-TZVPD basis set

Last column: natural (NBO) charge in e.
Geometry (Å):
C -1.11515 0.99749 -0.14779  0.0729
N -1.63702 -0.00392 0.26480  -0.2915
N -0.89942 -1.26710 -0.30381  -0.4340
C 0.42325 -0.67162 -0.43868  -0.1376
C 1.12948 -0.02920 0.62143  -0.4106
C 0.35709 0.81476 -0.51038  -0.3199
H -1.53399 2.11293 0.24190  0.2056
H -1.11145 -1.83648 0.73245  0.3616
H 0.69255 -1.25950 -1.25938  0.2263
H 2.23826 0.22484 0.56230  0.2481
H 0.53408 -0.15667 1.60616  0.2395
H 0.92234 1.07446 -1.36900  0.2394

Calculated values
charge	0
largest force on an atom	7.887	eV/Å
DFT total energy	-7220.5270	eV
LUMO level	1.076	eV
SMILES	C1=NN[C@@H]2C[C@H]12